# 1
This record from the Open Molecules 2025 dataset describes a molecular structure, C42H80N2O12Rb2 in a non-equilibrium geometry. The level of theory is ωB97M-V/def2-TZVPD.

Geometry as XYZ:
```
138
Properties=species:S:1:pos:R:3:lowdin_charge:R:1
Rb -10.8277 -14.4941 -22.6454 0.73
Rb -9.6829 -14.7087 -18.3655 0.80
C -14.2962 -12.9814 -18.3272 -0.01
C -14.0045 -13.2752 -19.8326 -0.48
C -15.2224 -13.0063 -20.7084 -0.16
C -15.5420 -11.5141 -20.9748 -0.17
C -14.3079 -10.9203 -21.6231 -0.17
C -12.9825 -11.0766 -20.8369 -0.49
N -12.8195 -12.4799 -20.3367 -0.19
O -11.5003 -12.9086 -19.9424 -0.46
C -13.0064 -10.0517 -19.7141 -0.05
C -11.8764 -10.7709 -21.8617 -0.05
C -13.8290 -14.7899 -20.0351 -0.05
H -14.2882 -11.9156 -18.0989 0.06
H -13.5043 -13.5464 -17.8355 0.07
H -15.2884 -13.3574 -18.0776 0.08
H -16.0358 -13.3810 -20.0871 0.10
H -15.3329 -13.5207 -21.6630 0.12
H -15.8045 -11.0203 -20.0392 0.11
H -16.2920 -11.4277 -21.7610 0.11
H -14.6734 -9.8943 -21.6660 0.11
H -14.2525 -11.1684 -22.6831 0.11
H -13.9336 -10.1546 -19.1505 0.06
H -12.9569 -8.9795 -19.9042 0.08
H -12.1981 -10.2567 -19.0121 0.08
H -11.6866 -11.5603 -22.5889 0.04
H -10.8953 -10.6221 -21.4108 0.07
H -12.1106 -9.8548 -22.4039 0.08
H -13.3047 -15.0561 -20.9529 0.06
H -14.7965 -15.2884 -19.9763 0.07
H -13.2602 -15.2852 -19.2482 0.06
C -11.5036 -17.6150 -20.6024 -0.02
C -10.1734 -18.4217 -20.1878 -0.39
C -10.5119 -19.9385 -20.5634 -0.18
C -9.3635 -20.6967 -20.9444 -0.21
C -8.6294 -19.8792 -22.0890 -0.12
C -8.0698 -18.5423 -21.6127 -0.50
N -9.1600 -17.7793 -21.0851 -0.23
O -8.9148 -16.3749 -20.8904 -0.38
C -7.5338 -17.8744 -22.9399 -0.04
C -6.8117 -18.6494 -20.7108 -0.01
C -9.8325 -18.3481 -18.6682 -0.04
H -11.6102 -16.9307 -19.7608 0.04
H -12.4112 -18.2120 -20.5128 0.07
H -11.4063 -17.0539 -21.5319 0.04
H -11.2407 -20.0145 -21.3703 0.11
H -10.8933 -20.4200 -19.6629 0.12
H -9.6801 -21.7052 -21.2105 0.11
H -8.6326 -20.8604 -20.1526 0.11
H -9.4456 -19.7632 -22.8020 0.10
H -7.9102 -20.5693 -22.5303 0.11
H -8.2353 -17.6355 -23.7391 0.05
H -6.9992 -18.5616 -23.5957 0.08
H -6.9014 -16.9885 -22.8825 0.06
H -6.3930 -19.6527 -20.7891 0.08
H -7.0593 -18.3364 -19.6965 0.08
H -6.0211 -17.9609 -21.0094 0.05
H -9.1902 -19.1798 -18.3786 0.08
H -10.6885 -18.4162 -17.9969 0.08
H -9.3405 -17.4506 -18.2932 0.01
C -6.4739 -12.7047 -25.3078 -0.18
C -6.2678 -14.1547 -24.9703 -0.16
C -7.7314 -14.5944 -24.8316 -0.20
O -8.2433 -13.5380 -24.0380 -0.23
C -7.5372 -12.3037 -24.3024 -0.15
H -6.6487 -12.6085 -26.3793 0.11
H -5.4715 -12.3303 -25.1000 0.11
H -5.6998 -14.2220 -24.0424 0.11
H -5.6600 -14.7227 -25.6745 0.12
H -7.8969 -15.4875 -24.2290 0.09
H -8.2566 -14.6362 -25.7858 0.11
H -6.9814 -12.0661 -23.3954 0.12
H -8.3110 -11.6011 -24.6118 0.12
C -11.3736 -11.5570 -27.0202 -0.14
C -10.8482 -12.9166 -27.2875 -0.19
C -9.5856 -12.6502 -28.0327 -0.22
O -9.5342 -11.3251 -28.4080 -0.09
C -10.6961 -10.6849 -28.1199 -0.22
H -11.0439 -11.2828 -26.0181 0.11
H -12.4610 -11.5228 -27.0877 0.11
H -11.5620 -13.4359 -27.9270 0.11
H -10.7302 -13.5779 -26.4290 0.10
H -9.7857 -13.2264 -28.9360 0.12
H -8.6956 -12.9856 -27.5002 0.11
H -11.3793 -10.5724 -28.9617 0.11
H -10.4922 -9.6308 -27.9317 0.12
C -15.1802 -15.7258 -26.3556 -0.18
C -15.0479 -14.7334 -27.4231 -0.21
C -16.2732 -13.8244 -27.3670 -0.17
O -17.2071 -14.6007 -26.6068 -0.13
C -16.6874 -15.7909 -26.0749 -0.19
H -14.5484 -15.3786 -25.5381 0.11
H -14.7233 -16.6584 -26.6869 0.11
H -14.9315 -15.1251 -28.4336 0.11
H -14.1926 -14.0640 -27.3306 0.10
H -16.5563 -13.7235 -28.4148 0.12
H -16.0790 -12.8811 -26.8566 0.12
H -17.1750 -16.6138 -26.5976 0.12
H -16.7661 -15.8967 -24.9929 0.11
C -14.9772 -18.1344 -23.0854 -0.15
C -15.7696 -17.9144 -21.7890 -0.15
C -15.5206 -19.1193 -20.9296 -0.20
O -14.5335 -19.8537 -21.6588 -0.16
C -14.5902 -19.5965 -23.0786 -0.17
H -14.0577 -17.5495 -23.1084 0.11
H -15.6029 -17.8314 -23.9249 0.10
H -16.8315 -17.7529 -21.9743 0.12
H -15.3145 -17.2346 -21.0687 0.09
H -16.3574 -19.8109 -21.0273 0.11
H -15.2803 -18.9004 -19.8892 0.13
H -15.3776 -20.2080 -23.5194 0.12
H -13.6754 -19.8041 -23.6336 0.10
C -5.9355 -13.4406 -20.1463 -0.01
C -5.5214 -14.8708 -19.8163 -0.27
C -4.0954 -14.9389 -19.2466 -0.05
O -4.4078 -15.3628 -17.9130 0.08
C -5.6694 -15.6160 -17.6712 -0.60
O -6.0645 -16.1368 -16.6463 0.13
O -6.3759 -15.2378 -18.7178 0.04
H -6.9136 -13.4171 -20.6267 0.08
H -5.2414 -13.1640 -20.9400 0.09
H -5.9682 -12.7427 -19.3097 0.10
H -5.6795 -15.5429 -20.6598 0.15
H -3.6318 -13.9649 -19.0903 0.14
H -3.4801 -15.6345 -19.8172 0.14
C -12.6261 -19.4941 -26.5862 0.00
C -11.4078 -19.0311 -25.7334 -0.35
C -9.9292 -19.0929 -26.2419 -0.06
O -9.5438 -17.8134 -25.9839 0.07
C -10.5477 -17.0709 -25.5478 -0.52
O -10.4063 -15.9242 -25.1688 0.04
O -11.7068 -17.7467 -25.5280 0.11
H -12.7445 -18.8406 -27.4506 0.09
H -13.5008 -19.5067 -25.9359 0.07
H -12.5876 -20.5634 -26.7942 0.09
H -11.5354 -19.6986 -24.8811 0.14
H -9.8895 -19.3079 -27.3098 0.15
H -9.2790 -19.5445 -25.4927 0.14
```

Properties
Kohn-Sham gap = 5.211 eV
max |F| = 5.8 eV Å⁻¹
HOMO energy = -5.2 eV
net charge = 0
molecular weight = 976.0 g mol⁻¹
total energy = -73703.3206 eV

---

# 2
This record from the Open Molecules 2025 dataset describes a molecular structure, C42H81ClF10I2N4O4S in a non-equilibrium geometry. The level of theory is ωB97M-V/def2-TZVPD.

Geometry as XYZ:
```
145
Properties=species:S:1:pos:R:3:lowdin_charge:R:1
C -1.0857 4.7005 3.9778 -0.09
C -1.4135 4.4375 2.4975 -0.29
C -0.3258 3.5732 1.8333 -0.46
Cl 0.6111 4.7902 0.8287 0.76
C -0.6169 2.2357 1.0480 -0.31
C 0.1177 2.2611 -0.3027 -0.14
C 1.6452 2.1529 -0.4275 -0.38
C 2.5713 2.3287 0.7847 -0.05
O 1.9952 3.1447 -1.4302 -0.10
O 0.0496 1.2285 1.8895 -0.18
S 0.2313 -0.2634 1.4643 0.57
O 0.1972 -1.0226 2.6836 -0.30
O 1.4158 -0.4992 0.6927 -0.33
C -1.2368 -0.7083 0.4544 -0.63
I -0.4540 -1.2132 -1.5819 1.15
C -1.7347 -2.1036 0.9203 -0.73
I -2.7717 -2.1854 2.7976 1.16
C -0.6627 -3.2426 0.8121 -0.36
C -0.6639 -4.3287 1.8940 -0.18
C -2.2734 0.4350 0.1582 -0.30
C -3.6878 -0.1649 0.0258 -0.15
C -4.9751 0.6724 0.1488 -0.06
C -6.1812 -0.1486 0.5970 -0.38
F -7.2994 0.4129 0.0215 0.10
F -6.1165 -1.4253 0.1263 0.12
C -6.4416 -0.1787 2.1343 -0.34
F -5.3502 0.1807 2.8391 0.11
F -6.7389 -1.4568 2.4860 0.14
C -7.6464 0.6681 2.6426 -0.31
F -8.8274 0.1838 2.1825 0.16
F -7.6397 0.5054 3.9981 0.14
C -7.5833 2.2091 2.3805 -0.49
F -8.2348 2.8358 3.3846 0.17
F -8.1843 2.5409 1.2247 0.17
F -6.3111 2.6508 2.3674 0.16
C -2.1144 1.8299 0.8846 -0.19
C -2.7942 1.6326 2.2853 -0.14
N -2.0046 1.9813 3.4795 -0.11
C -1.9893 0.9837 4.5476 -0.12
C -2.8456 2.9172 0.0360 -0.23
F -2.1054 4.0874 -0.0620 -0.02
C -3.3047 2.6266 -1.4135 -0.16
C -2.3931 3.1593 -2.5276 -0.06
H -0.8671 3.7811 4.5049 0.06
H -0.2005 5.3328 4.0123 0.08
H -1.8938 5.2447 4.4573 0.08
H -1.4662 5.4286 2.0681 0.08
H -2.4299 4.0634 2.4157 0.09
H 0.4043 3.3761 2.6036 0.09
H -0.2547 1.4005 -0.8614 0.04
H -0.2101 3.0795 -0.9229 0.08
H 1.9112 1.2093 -0.8903 0.11
H 3.1180 1.4063 0.9618 0.08
H 2.1025 2.5940 1.7221 0.05
H 3.3120 3.0867 0.5589 0.08
H 2.7581 2.8170 -1.9055 0.06
H -2.4905 -2.3892 0.2019 0.05
H 0.3411 -2.8381 0.8344 0.07
H -0.8455 -3.7857 -0.1060 0.08
H -0.3102 -3.9732 2.8537 0.05
H -1.5898 -4.8893 1.9500 0.05
H 0.0852 -5.0509 1.5633 0.08
H -2.0096 0.7036 -0.8528 0.02
H -3.8497 -0.9912 0.7073 0.02
H -3.7347 -0.6504 -0.9472 0.13
H -4.9248 1.5456 0.7872 0.09
H -5.2751 1.0345 -0.8274 0.12
H -3.7302 2.1872 2.3278 0.10
H -3.0928 0.5997 2.4213 0.04
H -2.4433 2.7864 3.8926 0.07
H -2.9363 0.4567 4.6707 0.06
H -1.7680 1.5018 5.4771 0.08
H -1.1988 0.2552 4.3991 0.05
H -3.7269 3.2131 0.5987 0.13
H -3.5076 1.5954 -1.6665 0.09
H -4.2468 3.1545 -1.5465 0.12
H -2.3779 4.2393 -2.5720 0.08
H -1.4039 2.7187 -2.5184 0.06
H -2.8517 2.8259 -3.4581 0.08
C 3.4025 2.6343 -8.2564 -0.09
C 2.8927 1.9509 -6.9971 -0.27
N 3.4654 2.4880 -5.7779 -0.20
C 3.1698 1.6858 -4.6065 -0.25
C 1.7098 1.5719 -4.1506 -0.08
C 3.3406 3.9247 -5.5981 -0.24
C 1.9296 4.5300 -5.5699 -0.07
H 4.4893 2.5695 -8.3242 0.08
H 2.9774 2.1464 -9.1343 0.07
H 3.1144 3.6849 -8.3011 0.06
H 3.1642 0.8930 -7.0533 0.12
H 1.7914 1.9898 -6.9990 0.10
H 3.7734 2.0640 -3.7734 0.10
H 3.5460 0.6745 -4.7986 0.11
H 1.3702 2.4741 -3.6449 0.04
H 1.6152 0.7558 -3.4313 0.04
H 1.0316 1.3603 -4.9781 0.07
H 3.9066 4.4135 -6.3944 0.10
H 3.8664 4.1990 -4.6798 0.11
H 1.2814 4.1010 -6.3353 0.07
H 1.9882 5.6040 -5.7569 0.07
H 1.4484 4.4034 -4.6011 0.06
C 6.9695 1.9506 -5.3964 -0.09
C 8.1886 1.1785 -4.9187 -0.27
N 8.1372 0.8465 -3.5065 -0.20
C 9.3910 0.3195 -2.9974 -0.25
C 9.8912 -1.0256 -3.5416 -0.09
C 6.9370 0.1538 -3.0706 -0.24
C 6.5974 -1.1915 -3.7286 -0.08
H 6.8380 2.8723 -4.8277 0.08
H 7.0890 2.2167 -6.4475 0.07
H 6.0533 1.3659 -5.3190 0.05
H 9.0743 1.7979 -5.0838 0.12
H 8.3102 0.2883 -5.5570 0.10
H 9.3197 0.2544 -1.9082 0.11
H 10.1617 1.0716 -3.1924 0.11
H 9.3447 -1.8668 -3.1179 0.05
H 10.9406 -1.1605 -3.2719 0.07
H 9.8248 -1.0815 -4.6282 0.06
H 6.0884 0.8264 -3.2181 0.09
H 6.9965 0.0190 -1.9877 0.11
H 6.7564 -1.1746 -4.8076 0.07
H 5.5447 -1.4276 -3.5577 0.07
H 7.1778 -2.0115 -3.3091 0.05
C -0.2033 -6.9203 6.1380 -0.09
C -1.5624 -6.2666 5.9421 -0.27
N -2.3735 -6.9098 4.9252 -0.20
C -3.5554 -6.1429 4.5736 -0.26
C -4.6373 -5.9320 5.6415 -0.08
C -2.5734 -8.3390 5.0903 -0.25
C -3.2389 -8.8310 6.3839 -0.08
H 0.3606 -6.9379 5.2045 0.08
H 0.3716 -6.3542 6.8716 0.07
H -0.2862 -7.9411 6.5125 0.06
H -1.3976 -5.2320 5.6286 0.12
H -2.0713 -6.2179 6.9182 0.10
H -4.0160 -6.6009 3.6936 0.11
H -3.2101 -5.1597 4.2431 0.06
H -5.2439 -6.8238 5.7916 0.06
H -5.3147 -5.1374 5.3213 0.07
H -4.2167 -5.6336 6.6021 0.07
H -1.6005 -8.8275 5.0013 0.10
H -3.1433 -8.7036 4.2322 0.11
H -2.8622 -8.3108 7.2653 0.07
H -3.0331 -9.8945 6.5206 0.07
H -4.3214 -8.7188 6.3564 0.05
```

Properties
Kohn-Sham gap = 7.254 eV
max |F| = 1.8 eV Å⁻¹
HOMO energy = -8.0 eV
net charge = 0
molecular weight = 1217.4 g mol⁻¹
total energy = -125748.5732 eV

---

# 3
This record from the Open Molecules 2025 dataset describes 3 unconnected molecules or ions with the total composition C42H83N8O9P3 in a non-equilibrium geometry. The level of theory is ωB97M-V/def2-TZVPD.

Geometry as XYZ:
```
145
Properties=species:S:1:pos:R:3:lowdin_charge:R:1
C 5.7916 4.3062 0.8951 0.07
C 5.4416 3.0302 1.1452 -0.05
C 4.7980 2.2659 0.0503 -0.52
O 4.5002 2.7588 -1.0119 0.08
O 4.5885 0.9722 0.3591 0.01
C 3.3881 0.4340 -0.2240 -0.17
C 3.2558 -1.0148 0.1912 -0.16
C 2.0222 -1.6107 -0.5488 -0.19
C 1.2763 -2.5759 0.3882 -0.21
C -0.0900 -2.9262 -0.2005 -0.18
C -1.1664 -1.8339 0.0788 -0.12
C -2.3850 -2.3739 0.7628 -0.10
C -3.2979 -3.1815 0.2011 -0.11
C -3.2793 -3.6801 -1.2094 -0.10
C -4.3254 -2.8412 -2.0005 -0.16
C -3.9564 -1.3718 -2.1421 -0.22
C -5.1379 -0.4761 -2.5365 -0.20
C -4.6021 0.9354 -2.8268 -0.21
C -5.5570 1.8454 -3.6111 -0.20
C -6.4634 2.7059 -2.7176 -0.22
C -7.7079 1.9618 -2.2277 -0.21
C -8.6811 2.8234 -1.3998 -0.21
C -8.5150 2.6589 0.1207 -0.20
C -7.1419 3.1789 0.5662 -0.24
C -7.1038 3.6985 1.9999 -0.22
C -5.9383 4.6577 2.3087 -0.25
C -4.5812 4.2552 1.7263 -0.10
C -4.4610 -3.6150 1.0313 -0.26
O -4.9274 -4.7246 1.0085 0.17
C -5.0052 -2.5289 1.9217 -0.15
O -6.3829 -2.4076 2.0695 0.09
C -6.9036 -3.3532 2.8062 -0.31
N -7.4948 -4.0433 3.5025 0.19
C -4.1149 -1.7214 2.4870 -0.06
P -4.6648 -0.3471 3.5332 0.51
N -5.7712 0.4144 2.7433 -0.13
O -3.4293 0.6291 3.7393 -0.11
O -5.1616 -0.8831 4.9418 -0.10
C -2.6623 -1.9908 2.1814 -0.31
O -1.8144 -1.8861 3.0301 0.14
H 5.6192 5.0463 1.6679 0.07
H 6.2501 4.5607 -0.0510 0.07
H 5.6276 2.5570 2.1008 0.11
H 3.4212 0.4829 -1.3120 0.13
H 2.5040 0.9708 0.1255 0.14
H 3.0412 -1.1135 1.2534 0.09
H 4.1136 -1.6184 -0.0973 0.12
H 2.3709 -2.1776 -1.4115 0.12
H 1.3445 -0.8224 -0.8884 0.11
H 1.8518 -3.5037 0.3964 0.12
H 1.1674 -2.1584 1.3881 0.11
H -0.0144 -3.0705 -1.2802 0.11
H -0.4662 -3.8713 0.1942 0.11
H -0.7018 -1.0804 0.7179 0.12
H -1.4441 -1.3133 -0.8356 0.11
H -2.2946 -3.5834 -1.6574 0.11
H -3.6291 -4.7116 -1.2295 0.12
H -4.5370 -3.2979 -2.9655 0.12
H -5.2381 -2.8825 -1.3939 0.11
H -3.5469 -0.9515 -1.2229 0.10
H -3.1720 -1.2749 -2.9010 0.12
H -5.7639 -0.4038 -1.6445 0.10
H -5.6857 -0.8839 -3.3852 0.12
H -3.6748 0.8298 -3.3973 0.10
H -4.3119 1.4155 -1.8887 0.11
H -4.9674 2.5404 -4.2129 0.10
H -6.1599 1.2649 -4.3123 0.11
H -5.9037 3.1711 -1.9086 0.09
H -6.8217 3.5175 -3.3613 0.11
H -8.2520 1.5740 -3.0908 0.11
H -7.3736 1.0927 -1.6544 0.10
H -9.6960 2.5244 -1.6717 0.10
H -8.5633 3.8707 -1.6889 0.11
H -9.2854 3.2392 0.6319 0.10
H -8.6367 1.5935 0.3191 0.11
H -6.8108 3.9819 -0.0962 0.11
H -6.4196 2.3623 0.4807 0.10
H -7.1402 2.9045 2.7449 0.09
H -8.0258 4.2720 2.1505 0.10
H -5.8215 4.6580 3.3955 0.10
H -6.2233 5.6766 2.0493 0.10
H -3.9892 5.1621 1.5835 0.07
H -4.6384 3.7804 0.7486 0.05
H -3.9943 3.6305 2.3998 0.05
H -6.6587 0.4599 3.2265 -0.01
H -3.5486 1.2757 3.0231 0.07
H -6.0977 -0.6933 5.0683 0.09
O 3.5699 -1.1628 3.9213 -0.28
P 3.5167 -2.1412 5.0584 0.71
N 2.3653 -1.4052 6.0798 -0.32
C 2.3490 -1.4273 7.5233 -0.13
C 1.0126 -1.4399 5.5372 -0.13
N 5.1507 -1.9453 5.6471 -0.33
C 5.4595 -0.8785 6.5880 -0.13
C 6.1194 -1.9336 4.5525 -0.14
N 3.3710 -3.7752 5.7224 -0.30
C 4.2509 -4.2468 6.7742 -0.14
C 3.2781 -4.7994 4.6640 -0.14
H 2.0041 -2.3869 7.9395 0.08
H 1.6711 -0.6508 7.8846 0.09
H 3.3182 -1.1884 7.9512 0.05
H 0.5356 -2.4197 5.6889 0.08
H 1.0207 -1.2295 4.4667 0.06
H 0.3913 -0.6754 6.0053 0.08
H 5.0197 0.0864 6.3038 0.09
H 6.5408 -0.7526 6.6645 0.08
H 5.1342 -1.1346 7.5973 0.05
H 6.1714 -0.9600 4.0532 0.08
H 5.8637 -2.6787 3.7962 0.07
H 7.1109 -2.1839 4.9370 0.08
H 5.2851 -4.3872 6.4474 0.08
H 3.8656 -5.2108 7.1185 0.09
H 4.2438 -3.5844 7.6374 0.07
H 4.2335 -4.9400 4.1417 0.08
H 2.5288 -4.5076 3.9225 0.07
H 2.9657 -5.7582 5.0796 0.08
O 5.7335 -0.7921 -5.2638 -0.29
P 5.8720 0.5817 -5.8536 0.71
N 5.6375 1.5650 -4.4823 -0.31
C 4.9975 2.8609 -4.4431 -0.12
C 6.7345 1.4947 -3.5283 -0.13
N 4.4727 0.5559 -6.9042 -0.33
C 3.1663 0.9229 -6.3784 -0.14
C 4.3725 -0.7025 -7.6389 -0.15
N 6.7055 1.7937 -6.8415 -0.31
C 5.9848 2.6357 -7.7760 -0.14
C 7.9047 1.2440 -7.5016 -0.14
H 5.6345 3.6720 -4.8314 0.08
H 4.7445 3.1056 -3.4108 0.07
H 4.0524 2.8718 -4.9786 0.05
H 7.5876 2.1181 -3.8403 0.08
H 7.0853 0.4666 -3.4213 0.07
H 6.4028 1.8236 -2.5434 0.07
H 2.9467 0.4570 -5.4087 0.09
H 2.3865 0.6299 -7.0838 0.08
H 3.0679 2.0050 -6.2834 0.05
H 3.9432 -1.5063 -7.0310 0.08
H 5.3550 -1.0356 -7.9797 0.07
H 3.7488 -0.5620 -8.5251 0.08
H 5.5891 2.0912 -8.6383 0.08
H 6.6818 3.3959 -8.1404 0.09
H 5.1682 3.1698 -7.2945 0.07
H 7.6475 0.5492 -8.3120 0.08
H 8.5187 0.7025 -6.7767 0.08
H 8.5209 2.0444 -7.9138 0.08
```

Properties
Kohn-Sham gap = 6.769 eV
max |F| = 5.7 eV Å⁻¹
HOMO energy = -8.2 eV
net charge = 0
molecular weight = 937.1 g mol⁻¹
SMILES = C=CC(=O)OCCCCCCC1=C(CCCCCCCCCCCCCC)C(=O)C(OC#N)=C(P(=N)(O)O)C1=O.CN(C)P(=O)(N(C)C)N(C)C.CN(C)P(=O)(N(C)C)N(C)C
total energy = -103110.6043 eV